Record 1
Computed, not measured: a molecular structure, C44H108CrF6N9O17S2, with ωB97M-V/def2-TZVPD.

Each line ends with the Mulliken charge.
Geometry (Å):
Cr  -0.339  -3.504  0.087  1.50
C  -1.702  1.142  2.543  0.66
F  -2.439  1.763  1.619  -0.19
F  -1.871  1.779  3.735  -0.19
F  -2.123  -0.155  2.694  -0.25
S  0.059  1.075  1.917  0.76
O  0.467  2.503  1.651  -0.53
O  0.784  0.461  3.000  -0.54
N  0.062  -0.019  0.524  -0.37
S  0.221  0.992  -0.670  0.95
O  0.049  0.299  -1.946  -0.73
O  -0.680  2.175  -0.605  -0.58
C  2.127  1.638  -0.633  0.68
F  2.599  1.617  -1.837  -0.19
F  2.200  2.938  -0.228  -0.22
F  2.760  0.905  0.230  -0.21
C  6.934  9.716  -1.727  -1.43
C  7.978  8.846  -0.952  0.28
C  7.240  7.687  -0.172  -0.55
O  8.178  6.641  0.107  -0.35
C  7.661  5.378  0.588  -0.75
N  8.905  8.272  -1.870  -0.78
H  6.184  9.207  -2.333  0.33
H  7.334  10.465  -2.409  0.41
H  6.357  10.328  -1.033  0.38
H  8.635  9.469  -0.346  0.30
H  6.654  7.106  -0.884  0.31
H  6.631  7.982  0.682  0.36
H  7.261  5.349  1.602  0.29
H  8.418  4.651  0.884  0.29
H  6.843  5.082  -0.069  0.30
H  9.264  7.487  -1.346  0.36
H  8.280  7.838  -2.534  0.27
C  -7.634  6.253  0.877  -1.53
C  -6.415  5.616  1.495  0.79
C  -5.138  6.413  1.312  -0.73
O  -4.938  7.020  0.087  -0.36
C  -4.319  6.193  -0.840  -0.73
N  -6.810  5.454  2.930  -0.57
H  -7.578  6.391  -0.203  0.30
H  -7.629  7.233  1.354  0.39
H  -8.534  5.688  1.117  0.41
H  -6.256  4.650  1.016  0.16
H  -4.265  5.827  1.602  0.32
H  -5.139  7.295  1.952  0.34
H  -3.263  6.294  -0.590  0.32
H  -4.570  6.688  -1.778  0.26
H  -4.509  5.121  -0.775  0.31
H  -7.748  5.717  3.194  0.17
H  -6.410  4.723  3.501  0.16
C  4.539  -4.115  2.394  -1.41
C  3.438  -3.553  1.444  0.22
C  3.827  -3.891  -0.051  -0.88
O  2.721  -3.794  -0.966  -0.26
C  2.934  -3.951  -2.384  -0.79
N  2.131  -4.038  1.797  -0.40
H  4.318  -5.164  2.587  0.41
H  4.445  -3.628  3.365  0.41
H  5.569  -3.949  2.080  0.35
H  3.422  -2.482  1.650  0.36
H  4.037  -4.961  -0.077  0.34
H  4.588  -3.231  -0.467  0.42
H  3.809  -3.326  -2.563  0.30
H  2.214  -3.451  -3.032  0.29
H  3.111  -5.007  -2.588  0.31
H  2.240  -5.029  1.959  0.23
H  1.901  -3.805  2.752  0.25
C  11.020  -2.837  -0.014  -0.85
O  10.138  -2.724  -1.160  -0.27
C  9.181  -1.686  -1.163  -0.52
C  8.764  -1.422  -2.760  -0.75
N  8.192  -2.677  -3.304  -0.32
C  8.923  -3.317  -4.409  -0.45
C  8.815  -2.667  -5.761  -0.46
O  9.569  -3.478  -6.774  -0.30
C  9.936  -3.051  -7.964  -0.69
H  10.650  -3.134  0.967  0.32
H  11.523  -1.898  0.218  0.32
H  11.901  -3.469  -0.131  0.31
H  9.600  -0.743  -0.813  0.45
H  8.266  -1.962  -0.639  0.24
H  9.564  -1.022  -3.384  0.34
H  8.001  -0.647  -2.830  0.37
H  8.421  -3.274  -2.522  0.32
H  8.481  -4.301  -4.562  0.30
H  9.979  -3.367  -4.145  0.29
H  9.264  -1.676  -5.829  0.31
H  7.780  -2.523  -6.072  0.28
H  10.960  -3.393  -8.109  0.23
H  10.000  -1.966  -8.046  0.32
H  9.230  -3.418  -8.709  0.23
C  -3.292  -3.176  -6.432  -0.84
O  -3.074  -3.356  -5.043  -0.28
C  -3.612  -4.512  -4.504  -0.61
C  -2.872  -4.730  -3.145  -0.65
N  -2.535  -3.483  -2.367  -0.07
C  -3.716  -3.051  -1.554  -0.77
C  -3.945  -3.806  -0.240  -0.73
O  -2.817  -3.995  0.578  -0.22
C  -3.162  -4.763  1.764  -0.82
H  -2.769  -2.289  -6.788  0.25
H  -4.323  -3.227  -6.781  0.31
H  -2.777  -4.038  -6.857  0.35
H  -3.790  -5.423  -5.075  0.47
H  -4.622  -4.268  -4.172  0.25
H  -2.078  -5.441  -3.371  0.35
H  -3.506  -5.385  -2.547  0.29
H  -2.403  -2.675  -2.959  0.30
H  -4.636  -3.304  -2.083  0.25
H  -3.681  -1.993  -1.294  0.60
H  -4.379  -4.784  -0.445  0.37
H  -4.711  -3.308  0.354  0.53
H  -3.601  -5.743  1.578  0.36
H  -3.837  -4.256  2.455  0.35
H  -2.233  -4.848  2.327  0.26
C  1.351  -4.827  7.310  -0.79
O  1.207  -3.449  6.964  -0.19
C  2.079  -2.717  7.772  -0.77
C  1.161  -1.817  8.674  -0.40
N  0.479  -2.577  9.781  -0.45
C  -0.869  -2.037  9.869  -0.66
C  -0.869  -0.488  10.167  -0.64
O  -0.447  0.337  9.094  -0.23
C  -0.465  1.718  9.492  -0.84
H  0.781  -5.149  8.181  0.27
H  2.384  -5.164  7.397  0.35
H  1.006  -5.419  6.462  0.24
H  2.652  -1.984  7.204  0.39
H  2.897  -3.237  8.270  0.41
H  0.529  -1.277  7.969  0.31
H  1.803  -1.081  9.158  0.28
H  0.371  -3.529  9.463  0.23
H  -1.420  -2.510  10.682  0.44
H  -1.426  -2.178  8.943  0.34
H  -0.237  -0.296  11.034  0.36
H  -1.858  -0.051  10.308  0.45
H  -0.511  2.331  8.591  0.26
H  0.438  1.943  10.060  0.31
H  -1.433  2.032  9.882  0.33
C  -8.251  -1.923  2.151  -0.75
O  -8.672  -3.154  2.744  -0.28
C  -9.219  -3.102  4.058  -0.63
C  -9.518  -4.515  4.557  -0.58
N  -10.405  -5.326  3.673  -0.37
C  -10.900  -6.516  4.332  -0.81
C  -9.846  -7.567  4.687  -0.53
O  -8.936  -7.689  3.597  -0.34
C  -7.703  -8.159  3.947  -0.74
H  -7.845  -1.996  1.142  0.22
H  -7.597  -1.422  2.864  0.31
H  -9.086  -1.229  2.053  0.32
H  -10.108  -2.476  3.983  0.35
H  -8.574  -2.524  4.720  0.43
H  -10.083  -4.466  5.487  0.43
H  -8.629  -5.037  4.911  0.20
H  -9.727  -5.680  3.014  0.31
H  -11.561  -6.967  3.592  0.33
H  -11.576  -6.166  5.111  0.44
H  -10.232  -8.585  4.737  0.50
H  -9.481  -7.226  5.656  0.35
H  -7.192  -7.389  4.525  0.28
H  -6.939  -8.283  3.179  0.26
H  -7.802  -9.070  4.537  0.30
C  2.311  6.607  -5.827  -0.80
O  1.023  6.359  -6.425  -0.33
C  1.034  5.114  -7.002  -0.57
C  -0.413  4.528  -7.163  -0.61
N  -1.048  5.317  -8.258  -0.35
C  -2.464  5.072  -8.334  -0.65
C  -3.358  5.622  -9.515  -0.55
O  -4.221  6.685  -9.190  -0.38
C  -3.587  7.857  -8.720  -0.47
H  2.196  6.658  -4.744  0.25
H  2.456  7.648  -6.114  0.26
H  3.167  6.056  -6.217  0.38
H  1.647  4.378  -6.482  0.50
H  1.583  5.127  -7.944  0.35
H  -0.949  4.608  -6.217  0.31
H  -0.376  3.508  -7.547  0.35
H  -0.918  6.318  -8.224  0.29
H  -2.932  5.412  -7.411  0.38
H  -2.608  3.993  -8.400  0.33
H  -3.997  4.847  -9.939  0.33
H  -2.683  5.901  -10.323  0.36
H  -2.520  7.670  -8.599  0.19
H  -4.119  8.179  -7.825  0.20
H  -3.748  8.622  -9.480  0.25

Atomic forces in eV per Å
Cr -0.1242 0.6163 -0.3250
C -0.8726 0.0641 0.0102
F 0.0620 -0.5828 0.7405
F 0.6810 -0.9334 -1.6517
F 0.1002 1.0459 -0.1205
S 2.4293 2.8074 0.6128
O -1.4633 -4.2743 0.7059
O -0.5238 -0.7841 -0.4827
N -0.1846 1.3575 3.0857
S -2.1884 3.6386 -3.8971
O 1.0629 -0.7351 1.1003
O 2.0556 -2.2346 0.0022
C -3.1283 2.3822 0.8113
F 0.7805 -0.8458 -1.0261
F -0.1399 -1.2063 -0.3333
F 1.1795 -0.9393 0.3508
C -0.0621 0.5925 0.8424
C -1.2927 0.4284 0.0980
C 0.3578 -0.9000 -0.9659
O 1.1941 -0.7765 1.9726
C -0.4619 1.2065 0.5683
N -0.0581 -0.6827 -0.8601
H 0.1961 -0.7301 0.1698
H 0.7531 -0.2348 0.0932
H -0.1155 -0.1172 0.2878
H -0.7197 0.1988 0.7636
H -1.1829 0.9280 -0.4634
H 0.1758 0.1103 0.1675
H -0.8515 1.3465 0.2971
H 0.7320 0.0044 -1.7067
H 0.3029 -0.6675 -0.1944
H 0.7255 -0.3143 -0.2204
H 0.2991 -0.3932 -0.8484
C 0.3599 0.7047 -0.3033
C -1.1369 -1.1867 0.7748
C 0.1916 1.4172 1.6333
O -1.3132 -0.2869 -0.3146
C 1.1347 0.7821 -0.2634
N 1.1375 0.2012 -0.3854
H 0.1341 0.0094 0.0802
H -0.7028 0.2932 -0.2062
H 0.0499 0.0861 0.0247
H -0.0472 -0.4180 0.1222
H 0.1856 -0.2959 0.0567
H -0.3384 -0.2817 0.7499
H 0.5319 -0.2014 -0.6921
H 0.3771 -0.7784 -0.4159
H -0.7241 0.0213 -0.1812
H 0.2573 -0.1953 -0.3137
H -0.0785 0.1176 -0.3654
C -0.9478 0.1628 0.1486
C 1.8977 1.1445 -0.8668
C -1.4988 -0.3661 -0.1908
O -2.7581 0.7458 0.5191
C 1.8258 0.7557 1.0882
N -1.7426 -1.1137 0.0622
H 0.4393 -0.2672 -0.2171
H -0.0598 0.1260 0.0267
H -0.1775 -0.1661 -0.3369
H -0.0454 0.1818 -0.6409
H 1.0091 -0.0293 0.1334
H 0.5037 -0.2779 0.5268
H 0.5577 -0.4967 -0.5219
H -0.7587 -0.4245 0.6377
H -0.0524 0.1381 -0.4134
H -0.2092 -0.8072 -0.6568
H -0.0506 1.0304 0.2883
C 0.5775 1.0781 0.2540
O 0.8609 -0.7873 1.0547
C 0.1584 0.9004 -3.0094
C -0.1571 -0.4356 1.3868
N 0.3083 0.2176 0.3911
C 0.2925 0.0271 -0.1531
C 0.9195 0.5212 -2.4121
O -2.1015 -1.3782 6.1503
C 0.7103 1.5761 -2.3402
H -1.1713 -0.2541 -0.2757
H -0.3143 0.6397 -0.3373
H -0.5138 -0.5327 -1.1059
H -0.0456 -0.0101 0.3635
H -0.0336 0.0161 0.2304
H 0.6003 -0.3130 0.3370
H -0.1280 0.1102 0.5019
H -0.5234 -0.7915 -0.1706
H 0.3155 -0.2350 0.3438
H 0.2175 -0.4264 -0.1603
H 0.1516 0.2360 0.3621
H -0.2260 -0.3439 -0.0708
H -0.0136 -0.2708 -0.6282
H -0.1674 0.4322 -0.0623
H 0.2477 0.0204 -0.6222
C 0.9803 -1.1462 -0.5335
O 0.2467 0.5855 -0.4708
C -1.2691 1.2057 2.7088
C -0.0204 -0.8988 -0.7101
N -0.8464 -0.7425 1.0262
C 0.1968 -0.7713 1.0406
C -0.8921 -0.3871 -0.7320
O 1.6571 -0.3251 0.8637
C 0.7191 0.3611 0.6524
H -0.3031 0.0819 0.3426
H -0.2251 0.3330 0.4464
H -0.0341 0.0040 -0.7453
H 1.0446 -0.0034 -0.5069
H -0.6495 0.1281 -0.2270
H 1.0150 0.8342 0.3068
H -0.2824 0.3702 0.3597
H 0.6662 -0.2161 -0.7329
H -0.1385 0.5447 -0.3431
H 0.2675 0.0750 -0.5557
H 0.1651 -0.3274 -0.1374
H -0.0365 0.4188 -0.0963
H 0.2411 0.0168 -0.5792
H -0.2084 0.5270 -0.4546
H 0.0256 -0.3324 -0.0627
C -0.3686 -0.6425 -1.3551
O 0.9151 -2.0773 0.1033
C -0.6152 3.0884 1.2197
C 2.1521 -1.3757 0.4471
N -0.0494 0.9396 -1.4212
C -0.3809 1.8300 0.3294
C -0.2508 -0.3039 -0.2156
O 0.4028 0.7555 -0.3619
C -0.2605 -0.4738 -1.4793
H 0.0147 0.2487 0.1982
H 0.2276 0.4204 0.3722
H -0.4734 0.0348 -0.0722
H -0.1932 0.0762 -0.7025
H -0.5703 -0.7468 0.3629
H -0.3460 -0.3013 0.2616
H -0.0433 0.2036 -0.0651
H 0.0701 -0.2040 0.0608
H 0.0016 -0.0096 0.0670
H -0.2039 -0.0816 -0.2246
H 0.0311 -0.0551 0.2965
H -0.5345 -0.9640 0.9554
H 0.7965 -0.2409 -0.3759
H -0.3824 0.2490 0.3901
H 0.0661 -0.4025 1.1547
C -1.0424 0.3098 1.5337
O 0.8106 -0.6075 -1.0221
C -0.3556 0.4966 -0.9484
C -1.1912 -0.0110 0.7141
N 2.0518 0.8441 0.2043
C -1.0860 -0.3161 -1.4269
C -0.5853 -0.0296 -0.0701
O -0.8004 1.2631 -1.0131
C 1.5268 0.1902 1.4276
H 0.2442 -0.7253 0.3137
H 0.6377 0.0959 -0.2660
H -0.4474 0.0030 -0.0339
H -0.5748 -0.2769 0.1708
H 0.4781 -0.3269 0.3240
H -0.1263 0.6867 0.2423
H 0.5713 -0.0959 -0.5858
H -0.2821 -0.0047 -0.8922
H -0.1773 -0.1135 -0.0673
H 0.3555 -0.5187 0.6022
H -0.6339 0.1535 0.7991
H 1.1718 -0.4303 -0.0348
H 0.0642 0.0335 0.8778
H -0.9009 -0.3945 -0.9315
H 0.3346 -0.2238 0.0706
C -1.1023 2.4275 -0.2909
O 0.9088 -0.1318 0.8233
C -0.9047 -2.5201 -0.7199
C 1.2392 2.2209 -1.6360
N -0.1402 -0.2564 -0.6035
C -1.5918 -0.4796 -0.1968
C 1.2300 0.1437 0.1081
O -0.2170 -0.5821 0.2488
C -0.5043 -0.1666 -0.6655
H 0.3014 -0.7331 0.0704
H 0.5901 0.1609 0.1008
H -0.3845 -0.4564 0.1318
H -0.1461 -0.0635 0.9428
H -0.4456 0.2372 -0.7318
H -0.0649 -0.1308 0.1824
H 0.0729 -0.1255 0.3731
H 0.6036 -0.0213 0.5686
H -0.4998 -0.0994 0.2948
H 0.0897 -0.2040 0.2786
H -0.0064 -0.1058 0.3692
H 0.2191 0.2387 -0.2698
H -0.0212 0.3867 0.3994
H 0.4714 -0.0003 0.2452
H 0.3021 0.2589 -0.0144

Properties
HOMO level (alpha / beta) (hartree): -0.353 / -0.353
Net charge: +1
Multiplicity: 5
LUMO level (alpha / beta) (eV): -8.250 / -5.993

***

Record 2
Computed, not measured: C5H7B in the gas phase, with ωB97M-V/def2-TZVPD.

Each line ends with the Mulliken charge.
Geometry (Å):
B  2.210  0.038  -1.747  -0.12
C  -1.474  1.634  1.468  -0.64
C  -1.699  0.444  0.921  -0.05
C  -0.065  -0.877  -0.499  0.00
C  1.023  -0.358  -1.066  -0.25
C  -0.557  -0.581  0.821  -0.47
H  2.282  0.634  -2.762  -0.05
H  3.130  -0.213  -1.153  -0.05
H  -0.730  2.073  1.986  0.37
H  -2.747  0.354  0.452  0.24
H  -0.684  -1.467  -1.084  0.39
H  0.199  -0.099  1.378  0.37
H  -0.888  -1.582  1.284  0.25

Atomic forces in eV per Å
B -0.1537 0.7123 -0.8831
C -2.5110 -3.0434 -1.9410
C -1.3678 1.8035 -0.5569
C 2.5411 1.8487 -1.6057
C -2.8419 -1.1878 0.9086
C -2.0795 -1.0184 2.0252
H -0.1685 0.0892 -0.2302
H 1.9330 -0.4141 0.8103
H 2.3783 1.5860 1.5777
H 1.7554 -0.5253 0.5688
H -1.0654 -1.3281 -1.3632
H 1.0637 -0.0583 0.9554
H 0.5163 1.5357 -0.2658

Properties
HOMO level (alpha / beta) (hartree): -0.321 / -0.332
Net charge: 0
LUMO level (alpha / beta) (eV): -0.259 / -1.387

***

Record 3
Computed, not measured: 2 unconnected molecules or ions with the total composition C2H4N2O2, with ωB97M-V/def2-TZVPD.

Each line ends with the Mulliken charge.
Geometry (Å):
C  0.896  0.596  0.030  0.74
C  1.161  -0.309  1.051  -0.82
N  -1.901  0.828  -1.012  -0.74
N  -1.108  -0.024  -0.606  0.52
O  -1.214  -1.230  -0.827  -0.62
O  1.192  1.387  -0.750  -0.26
H  0.685  -1.234  0.601  0.31
H  0.719  -0.181  2.002  0.32
H  2.294  -0.476  1.143  0.30
H  -2.724  0.644  -1.632  0.26

Atomic forces in eV per Å
C -2.5404 2.1313 -2.5387
C 2.2437 -3.2490 -0.3385
N 0.0632 2.8651 0.1889
N 0.0797 0.2924 -0.4707
O 0.5849 -1.5745 0.3279
O 0.3336 -0.5246 0.8864
H 0.4069 0.4095 0.5318
H -0.6612 0.6674 0.7569
H -1.5773 0.2900 -0.0923
H 1.0669 -1.3077 0.7484

Properties
HOMO level (alpha / beta) (hartree): -0.317 / -0.317
Net charge: 0
LUMO level (alpha / beta) (eV): -0.003 / -0.003

***

Record 4
Computed, not measured: 2 unconnected molecules or ions with the total composition C7H5Cl4NO3, with ωB97M-V/def2-TZVPD.

Each line ends with the Mulliken charge.
Geometry (Å):
O  -0.425  -1.141  1.888  -0.57
C  -0.085  -0.307  1.013  0.93
C  1.402  -0.300  0.577  0.45
O  1.921  -1.210  -0.067  -0.55
C  2.078  0.902  1.056  -0.16
Cl  3.783  0.882  1.076  -0.13
C  1.366  2.091  1.186  0.49
Cl  2.164  3.552  1.527  -0.13
C  -0.046  2.138  0.888  0.07
Cl  -0.841  3.629  0.609  -0.14
C  -0.745  0.967  0.704  -0.07
Cl  -2.402  0.913  0.330  -0.05
C  -0.983  -0.881  -2.000  -0.83
N  -1.289  -1.468  -0.712  -0.17
O  -1.240  -2.855  -0.968  -0.50
H  -1.073  0.204  -1.992  0.30
H  0.044  -1.155  -2.261  0.30
H  -1.669  -1.319  -2.731  0.36
H  -0.525  -1.407  -0.025  0.08
H  -1.435  -3.234  -0.096  0.33

Atomic forces in eV per Å
O 0.5198 2.2596 -1.9699
C 1.3928 -1.0468 3.7971
C 0.1268 -2.0616 -1.0955
O -0.9126 1.6769 1.3707
C -0.2460 2.2348 -0.0808
Cl 0.0628 -0.0776 0.1466
C 1.6835 -1.7320 -0.2009
Cl 0.0620 0.0078 0.0880
C -1.7320 -1.6172 -0.8110
Cl 0.2199 -0.0199 0.2043
C -0.4910 1.4603 0.4724
Cl -0.2413 0.5470 0.3758
C 0.7500 -0.2234 -0.0987
N -0.7200 -0.3582 -0.3808
O 0.0077 -1.1714 0.3462
H -0.1326 -0.0479 0.1075
H -0.0103 0.0975 -0.4140
H 0.0773 0.2237 0.1605
H -0.2616 -0.0392 -1.6248
H -0.1554 -0.1125 -0.3924

Properties
HOMO level (hartree): -0.329
Net charge: 0
LUMO level (eV): -2.288

***

E: -161965.7488, -5968.0207, -9209.3424, -65057.2935 (eV)